DFT (ωB97M-V/def2-TZVPD) results for a 8-piece molecular cluster, C37H67ClF3N4O17P overall.

- E_tot: -110186.20997 eV
- Total charge: 0

Last column: Löwdin charge in e.
Element x y z (Å)
N -6.9389 -0.3751 1.0321  0.224
C -6.8088 0.0499 -0.0264  -0.234
C -6.6584 0.5511 -1.3998  -0.363
C -5.8649 1.8936 -1.3001  -0.228
N -4.7088 1.7564 -0.4504  0.074
C -5.8087 -0.4430 -2.2432  -0.113
O -5.0671 -1.3408 -1.4288  -0.079
N -5.4245 -2.6712 -1.7176  -0.030
O -4.8224 -3.4117 -1.0568  0.088
C -8.0750 0.8240 -2.0440  -0.501
C -7.8756 1.8214 -3.1030  -0.281
N -7.6887 2.5882 -3.9391  0.209
C -8.7811 -0.3863 -2.7099  -0.152
C -8.7966 -1.7122 -1.9294  -0.066
C -10.1585 -2.3646 -1.8815  -0.616
F -10.7938 -2.2812 -3.0707  0.130
F -10.9931 -1.8401 -0.9664  0.127
F -10.0417 -3.6703 -1.5906  0.139
P -9.1555 1.6949 -0.7179  0.694
O -9.8156 0.3554 -0.0755  -0.352
Cl -10.7056 2.2665 -1.9711  0.296
H -6.5354 2.6664 -0.9176  0.112
H -5.5439 2.1438 -2.3118  0.086
H -4.6587 2.4557 0.2771  0.047
H -3.8634 1.7747 -1.0054  0.070
H -6.4239 -1.0387 -2.9153  0.106
H -5.0870 0.1221 -2.8350  0.133
H -8.3140 -0.5409 -3.6828  0.124
H -9.8067 -0.0898 -2.9346  0.088
H -8.4325 -1.6244 -0.9070  0.115
H -8.1671 -2.4512 -2.4276  0.123
H -10.7798 0.3615 -0.1163  0.048
C -3.7726 2.5923 6.0910  -0.063
C -4.5941 2.0078 4.9619  -0.230
O -4.5770 2.8378 3.7931  0.004
C -3.5937 2.7752 2.8763  -0.509
C -2.3388 1.9932 3.1639  0.021
O -3.7356 3.3970 1.8542  0.078
H -2.7165 2.6555 5.8281  0.065
H -3.8655 1.9697 6.9814  0.082
H -4.1232 3.5963 6.3298  0.083
H -4.2868 0.9925 4.7120  0.115
H -5.6456 1.9632 5.2398  0.123
H -1.5955 2.6757 3.5766  0.090
H -1.9591 1.6000 2.2249  0.098
H -2.4678 1.1621 3.8502  0.078
C 3.5846 3.7293 1.7836  -0.060
C 2.0962 3.6100 1.5548  -0.222
O 1.6203 2.2930 1.8760  0.003
C 1.2968 1.9358 3.1305  -0.524
C 1.6231 2.8528 4.2857  0.023
O 0.7969 0.8536 3.3048  0.078
H 3.8361 3.5777 2.8316  0.046
H 3.9323 4.7224 1.4988  0.086
H 4.1153 2.9840 1.1900  0.085
H 1.5353 4.3601 2.1122  0.113
H 1.8468 3.7419 0.5034  0.123
H 2.5946 2.5654 4.6884  0.084
H 0.8697 2.6984 5.0547  0.088
H 1.6667 3.9086 4.0371  0.073
C -5.3410 5.9370 -3.4782  -0.058
C -3.9021 5.6451 -3.8464  -0.229
O -3.4328 4.4327 -3.2417  0.007
C -3.6396 3.2216 -3.7841  -0.532
C -4.5432 3.0760 -4.9852  0.016
O -3.1472 2.2653 -3.2405  0.081
H -6.0190 5.1697 -3.8539  0.062
H -5.6465 6.8969 -3.8957  0.082
H -5.4473 5.9787 -2.3943  0.084
H -3.7502 5.6187 -4.9256  0.110
H -3.2420 6.4140 -3.4487  0.123
H -5.5533 2.8603 -4.6282  0.040
H -4.1930 2.2258 -5.5645  0.094
H -4.5861 3.9494 -5.6286  0.074
C 1.6026 -2.1172 2.1121  -0.057
C 2.6703 -1.7549 1.1055  -0.224
O 3.9289 -1.4528 1.7359  -0.004
C 4.8213 -2.4000 2.0696  -0.544
C 4.4293 -3.8572 1.9953  0.013
O 5.9064 -2.0553 2.4625  0.085
H 1.8464 -3.0332 2.6526  0.069
H 0.6463 -2.2602 1.6082  0.088
H 1.4972 -1.3056 2.8285  0.055
H 2.8043 -2.5204 0.3397  0.109
H 2.4029 -0.8303 0.5965  0.122
H 4.0741 -4.1697 2.9771  0.095
H 5.3180 -4.4320 1.7474  0.089
H 3.6662 -4.0794 1.2555  0.070
C 5.2868 3.0287 8.0194  -0.062
C 5.5734 2.7339 6.5632  -0.226
O 4.7497 3.5112 5.6816  -0.020
C 5.0621 4.7679 5.2989  -0.516
C 6.1999 5.4978 5.9689  0.018
O 4.3806 5.2817 4.4534  0.097
H 5.5247 4.0611 8.2768  0.069
H 5.8804 2.3726 8.6565  0.083
H 4.2319 2.8612 8.2354  0.084
H 6.6266 2.8663 6.3151  0.113
H 5.3181 1.7028 6.3251  0.126
H 5.7877 6.0880 6.7878  0.098
H 6.6330 6.1783 5.2411  0.093
H 6.9808 4.8542 6.3624  0.071
C 9.1723 -3.5199 -1.3330  -0.060
C 8.4524 -4.0808 -2.5408  -0.233
O 7.2819 -4.8236 -2.1761  -0.017
C 6.0862 -4.2392 -1.9535  -0.527
C 5.9898 -2.7362 -1.8667  0.025
O 5.1345 -4.9515 -1.7749  0.096
H 8.5578 -2.7983 -0.7949  0.071
H 10.0913 -3.0218 -1.6435  0.082
H 9.4280 -4.3236 -0.6428  0.084
H 8.2024 -3.3068 -3.2670  0.113
H 9.0804 -4.8086 -3.0527  0.121
H 6.0815 -2.4458 -0.8186  0.090
H 5.0048 -2.4439 -2.2215  0.094
H 6.7342 -2.1945 -2.4429  0.073
C 6.4020 -7.4651 -4.0870  -0.057
C 5.6195 -7.9781 -5.2752  -0.230
O 5.6429 -7.0553 -6.3738  0.000
C 6.6461 -7.0156 -7.2729  -0.531
C 7.9011 -7.8248 -7.0326  0.009
O 6.5362 -6.2903 -8.2234  0.102
H 7.4613 -7.3525 -4.3233  0.069
H 6.3112 -8.1523 -3.2455  0.090
H 6.0206 -6.4959 -3.7734  0.061
H 5.9541 -8.9642 -5.5998  0.109
H 4.5643 -8.0673 -5.0230  0.124
H 8.6236 -7.1860 -6.5242  0.092
H 8.3093 -8.0991 -8.0014  0.089
H 7.7565 -8.7231 -6.4402  0.067

Atoms 1-2, force components in eV/Å:
N -0.06 0.12 -0.01
C -0.06 -0.28 -0.07